(1)
The following is a DFT calculation (ωB97M-V/def2-TZVPD) of a 2-piece molecular cluster, C5H13BS overall.

- Orbital gap: 8.178 eV
- SMILES: C/C=B\CC.CS
- E_HOMO: -7.6 eV
- Total charge: 0

XYZ file:
```
20
C5H13BS, DFT ωB97M-V/def2-TZVPD
B 0.70796 0.39122 0.88099
C 1.37911 -0.28351 -1.60280
C 1.73206 -0.81273 3.02325
C -2.86677 0.51752 -2.72684
C 1.37825 0.54871 -0.37898
C 0.57084 -0.10353 2.32642
S -2.70616 0.96513 -0.99659
H 1.30216 0.39211 -2.47982
H 2.28275 -0.94496 -1.53671
H 0.58973 -1.02855 -1.71884
H 1.45989 -1.93069 2.81167
H 2.81546 -0.65798 2.76594
H 1.74900 -0.75685 4.11612
H -3.92702 0.77831 -2.95183
H -2.63335 -0.53761 -2.89017
H -2.10600 1.25129 -3.21382
H 1.85209 1.49363 -0.48421
H -3.78435 0.36716 -0.41278
H -0.28628 -0.62358 2.65304
H 0.49062 0.97491 2.81595
```

Here are the Mulliken charges for atoms 1 to 6, given in e: atom 1 (B): 0.097, atom 2 (C): -1.009, atom 3 (C): -0.955, atom 4 (C): -0.698, atom 5 (C): -0.218, atom 6 (C): -0.431

---

(2)
The following is a DFT calculation (ωB97M-V/def2-TZVPD) of a single C3H6ClN3 molecule.

- Orbital gap (alpha / beta): 8.070 / 8.071 eV
- SMILES: ClNN1C=CCN1
- E_HOMO (alpha / beta): -8.0 / -8.0 eV
- Total charge: 0

XYZ file:
```
13
C3H6ClN3, DFT ωB97M-V/def2-TZVPD
C -1.19443 -1.02710 0.01899
C 0.02568 -1.01787 -0.59802
C -1.31213 0.24483 0.77452
N -0.29352 1.11343 0.16136
N 0.63502 0.18574 -0.56203
N 1.91680 0.42255 -0.75456
Cl 3.17348 -0.15529 0.56596
H -1.77077 -1.84019 0.49178
H 0.64975 -1.75346 -1.03236
H -2.35013 0.49284 0.65718
H -0.93339 0.10120 1.73956
H -0.55437 1.77739 -0.70200
H 2.00801 1.45593 -0.76037
```

Here are the Mulliken charges for atoms 1 to 6, given in e: atom 1 (C): -0.457, atom 2 (C): -0.267, atom 3 (C): -0.365, atom 4 (N): -0.536, atom 5 (N): 0.544, atom 6 (N): -0.728

---

(3)
The following is a DFT calculation (ωB97M-V/def2-TZVPD) of C5H5BiFO4 as an isolated structure.

- <S²>: 0.76
- Orbital gap (alpha / beta): 5.003 / 4.795 eV
- Multiplicity: 2
- E_HOMO (alpha / beta): -18.0 / -17.9 eV
- Total charge: +2

XYZ file:
```
16
C5H5BiFO4, DFT ωB97M-V/def2-TZVPD
C 0.13993 1.37807 0.22334
C 0.32298 1.86768 1.65901
O -0.96526 1.90345 2.21485
C -1.86490 1.43319 1.33604
O -1.26560 1.03152 0.21466
O -3.02338 1.27318 1.58903
O 0.86653 0.42428 -0.26228
F 0.22288 2.48208 -0.63444
H 0.82694 2.83222 1.75825
Bi 2.52145 -0.50684 -0.10790
H 1.28123 1.14266 2.30033
C 3.09880 -1.32616 2.52536
C 2.97311 -0.03949 2.21454
H 2.23682 -2.00131 2.57327
H 4.09240 -1.77352 2.66660
H 3.75705 0.72663 2.21127
```

Here are the Mulliken charges for atoms 1 to 6, given in e: atom 1 (C): 1.214, atom 2 (C): -0.303, atom 3 (O): -0.216, atom 4 (C): 0.571, atom 5 (O): -0.343, atom 6 (O): -0.370

---

(4)
The following is a DFT calculation (ωB97M-V/def2-TZVPD) of C17H33BMnN6Si2 as an isolated structure.

- <S²>: 8.76
- Orbital gap (alpha / beta): 8.552 / 9.089 eV
- Multiplicity: 6
- E_HOMO (alpha / beta): -7.9 / -8.6 eV
- Total charge: 0

XYZ file:
```
60
C17H33BMnN6Si2, DFT ωB97M-V/def2-TZVPD
H -0.11767 3.13702 0.79961
N 0.32336 1.79444 -0.81428
B 0.88598 0.84032 -3.11888
N 0.73274 2.02006 -2.11938
C 0.79910 3.34076 -2.34827
Mn -0.01770 -0.07179 -0.06193
H 1.02377 3.69272 -3.34454
C 0.50435 4.00476 -1.16428
H 0.48569 5.06373 -0.98726
C 0.19550 3.01057 -0.22217
H 1.36022 1.21045 -4.15455
C -2.25812 -3.00688 1.37878
H -2.57178 -3.23698 2.39804
H -1.22914 -3.33597 1.22438
H -2.91795 -3.58116 0.72415
N -0.54153 0.24966 -3.26876
N 1.72588 -0.30479 -2.50375
N -1.18970 -0.23332 -2.13941
N 1.47493 -0.77646 -1.22497
C -1.31308 0.11697 -4.35733
C 2.70991 -1.02387 -3.06990
H -0.95804 0.46167 -5.32709
H 3.00114 -0.82572 -4.08762
C -2.50545 -0.48049 -3.96454
C 3.16766 -1.93983 -2.12675
C -2.39198 -0.67313 -2.56985
C 2.37153 -1.76510 -0.99493
H -3.33157 -0.71155 -4.60542
H 3.97590 -2.63688 -2.24562
H -3.14466 -1.09094 -1.91715
H 2.41513 -2.31712 -0.06411
H -2.33919 -1.93395 1.17079
C 1.27680 2.32634 2.93394
Si -0.24245 1.20687 3.03296
C -0.52733 1.05140 4.89711
C -1.77454 2.12800 2.44790
C -0.00118 -0.33019 1.99328
Si 0.99206 -1.51586 3.11844
C -0.03445 -2.21852 4.54574
C 1.50400 -3.05240 2.18473
C 2.53984 -0.74495 3.87926
H 1.01330 3.28194 3.41336
H 1.57000 2.51847 1.89355
H 2.14047 1.89952 3.46061
H -0.67650 2.07009 5.28682
H -1.43313 0.47154 5.11195
H 0.31682 0.60720 5.43733
H -1.79527 2.29807 1.36524
H -2.67015 1.55183 2.71642
H -1.80280 3.09576 2.96892
H -0.99727 -0.76367 1.88789
H -0.91297 -2.73713 4.14123
H 0.58029 -2.95390 5.08425
H -0.37023 -1.46572 5.26428
H 2.38219 -2.80672 1.58051
H 1.79907 -3.84668 2.88260
H 0.70256 -3.42653 1.54074
H 3.18386 -0.33827 3.08617
H 2.31215 0.04746 4.60578
H 3.09520 -1.53678 4.40779
```

Here are the Mulliken charges for atoms 1 to 6, given in e: atom 1 (H): 0.748, atom 2 (N): 0.167, atom 3 (B): -0.022, atom 4 (N): 0.180, atom 5 (C): -0.073, atom 6 (Mn): -0.029

---

(5)
The following is a DFT calculation (ωB97M-V/def2-TZVPD) of an isolated ion of composition C31H39 and charge +1.

- Orbital gap: 4.776 eV
- E_HOMO: -10.5 eV
- Total charge: +1

XYZ file:
```
70
C31H39, DFT ωB97M-V/def2-TZVPD
C -0.26938 6.19286 5.15912
C -0.06129 4.83797 4.51020
C 1.21511 4.25559 4.50397
C 1.44763 3.05634 3.85205
C 0.45548 2.36996 3.09537
C 0.86809 1.25432 2.33940
C -0.04566 0.42741 1.55198
C -0.86932 2.92072 3.22877
C -1.11207 4.10883 3.91668
H -1.32009 6.50523 5.20889
H 0.09954 6.23838 6.19603
H 0.28075 6.96125 4.59748
H 2.03420 4.76318 5.03852
H 2.43444 2.60682 3.89605
H 1.81059 0.76976 2.59230
H -0.33953 -0.33243 2.31286
H -0.90310 1.05871 1.28447
H -1.70838 2.38289 2.78092
H -2.14379 4.48596 4.00318
C -3.61572 -2.72342 -5.22153
C -2.80364 -1.79963 -4.36722
C -1.43156 -1.66219 -4.55267
C -0.65149 -0.82757 -3.75155
C 0.82166 -0.80404 -4.07864
C -1.24758 -0.07345 -2.71283
C -0.49047 0.99233 -1.87181
C -0.04176 2.14339 -2.78282
C 0.67916 0.50117 -0.98686
C 0.28843 -0.34690 0.27894
C 1.13433 -1.58422 0.53309
C 0.48429 -2.73736 1.05744
C -1.02196 -2.92378 1.08447
C 1.23003 -3.74574 1.65721
C 2.62986 -3.71830 1.62638
C 3.42914 -4.77616 2.31739
C 3.25324 -2.69508 0.90730
C 2.53110 -1.63997 0.34884
C 3.32446 -0.58658 -0.37812
C -2.65091 -0.18157 -2.55017
C -3.40431 0.63149 -1.53298
C -3.39469 -1.04485 -3.35591
H -4.66226 -2.71649 -4.90112
H -3.59735 -2.44398 -6.28464
H -3.25603 -3.75977 -5.15790
H -0.93572 -2.20145 -5.36323
H 1.32895 0.13383 -3.84421
H 1.36601 -1.60711 -3.56008
H 0.94093 -0.96925 -5.15734
H -1.24086 1.42501 -1.20109
H -0.91817 2.64794 -3.21898
H 0.50983 2.90884 -2.22590
H 0.58195 1.77441 -3.59850
H 1.30559 -0.18098 -1.57233
H 1.27222 1.38847 -0.70229
H -0.64313 -0.80355 -0.07920
H -1.28580 -3.94130 1.41054
H -1.51736 -2.25682 1.80363
H -1.46948 -2.71547 0.09807
H 0.71236 -4.54913 2.20010
H 4.49651 -4.64819 2.10571
H 3.24913 -4.76455 3.40331
H 3.16825 -5.77517 1.95097
H 4.34555 -2.68738 0.83726
H 4.39079 -0.68226 -0.13933
H 3.20021 -0.67963 -1.46482
H 3.05636 0.43026 -0.08221
H -4.46699 0.38253 -1.57678
H -3.06541 0.42999 -0.51105
H -3.31837 1.70846 -1.70531
H -4.47254 -1.10860 -3.19950
```

Here are the Mulliken charges for atoms 1 to 6, given in e: atom 1 (C): -1.371, atom 2 (C): 1.016, atom 3 (C): -0.651, atom 4 (C): -0.557, atom 5 (C): 0.321, atom 6 (C): 0.098

---

(6)
The following is a DFT calculation (ωB97M-V/def2-TZVPD) of a 2-piece molecular cluster, C20H25F2NO9 overall.

- Orbital gap: 8.447 eV
- SMILES: CCC(=O)OCCC1=C(N(C(=O)F)C(=O)F)C(=O)C(CCC(=O)O)=CC1=O.CCOCC
- E_HOMO: -10.2 eV
- Total charge: 0

XYZ file:
```
57
C20H25F2NO9, DFT ωB97M-V/def2-TZVPD
C -2.86191 -0.91807 -5.59223
C -2.04307 -1.38048 -4.39206
C -1.75187 -2.85464 -4.45596
O -1.36384 -3.40913 -5.46312
O -1.97665 -3.52231 -3.28648
C -0.80864 -4.07319 -2.69365
C 0.27495 -3.07705 -2.29676
C 0.12694 -2.44096 -0.94995
C 1.10258 -2.45436 -0.04496
N 2.33809 -3.14830 -0.32348
C 2.30236 -4.50984 0.13888
O 2.29574 -4.90009 1.26794
F 2.25745 -5.33891 -0.88393
C 3.51141 -2.43708 0.05938
O 3.99559 -1.56647 -0.62842
F 4.06040 -2.79769 1.19909
C 0.95694 -1.77072 1.26983
O 1.62681 -2.07099 2.22690
C -0.02753 -0.66568 1.35479
C 0.11931 0.35409 2.43261
C -1.23501 0.75124 3.02690
C -2.05496 -0.41580 3.47081
O -3.20885 -0.55979 3.12443
O -1.45030 -1.29611 4.29016
C -1.00300 -0.65331 0.45761
C -1.12012 -1.72238 -0.55215
O -2.20666 -1.99310 -1.00735
H -2.42286 -1.31350 -6.49192
H -3.86903 -1.28418 -5.47558
H -2.89841 0.16030 -5.62141
H -2.61007 -1.20459 -3.48763
H -1.12011 -0.83011 -4.26996
H -0.39732 -4.81859 -3.36312
H -1.14769 -4.60354 -1.81846
H 0.38070 -2.26672 -3.01007
H 1.20580 -3.61276 -2.32018
H 0.73888 0.00702 3.24492
H 0.53904 1.26224 2.01936
H -1.84254 1.28141 2.31793
H -1.08170 1.40640 3.87265
H -1.95697 -2.10639 4.19083
H -1.76744 0.09279 0.43558
C 1.18970 6.08811 3.45512
C 1.55609 4.68304 3.01031
O 0.55261 4.04450 2.23959
C 0.19493 4.68183 1.02657
C 1.34341 4.82708 0.04273
H 0.25142 6.08003 4.01094
H 1.97248 6.49259 4.09673
H 1.07036 6.76704 2.60994
H 1.69500 4.05134 3.88771
H 2.50858 4.68439 2.46931
H -0.26787 5.65406 1.22695
H -0.57923 4.05322 0.58481
H 2.13093 5.47537 0.42876
H 0.98479 5.26346 -0.88959
H 1.79034 3.85526 -0.17165
```

Here are the Mulliken charges for atoms 1 to 6, given in e: atom 1 (C): -1.411, atom 2 (C): -0.104, atom 3 (C): 0.594, atom 4 (O): -0.596, atom 5 (O): -0.303, atom 6 (C): -1.161

---

no.,maximum force (eV Å⁻¹),energy (eV)
1,4.1,-16904.2694
2,4.1,-20196.4725
3,6.3,-21987.3046
4,2.6,-74860.8405
5,2.1,-32772.8593
6,2.9,-46496.6554